The following is a DFT calculation (the ωB97M-V functional and the def2-TZVPD basis) of a single C25H31NO7 molecule.

```
64
Properties=species:S:1:pos:R:3
C 1.80452 -3.29655 -2.74374
C 1.39598 -1.96110 -3.35529
C 2.59006 -1.01763 -3.52869
C 2.21259 0.29812 -4.22262
C 1.93760 0.12794 -5.71159
N 3.17060 -0.73102 -2.23214
C 4.41816 -1.08257 -1.88509
O 5.23497 -1.55953 -2.64124
C 4.77362 -0.80319 -0.41786
O 3.66674 -0.44162 0.39138
C 2.87027 -1.45481 0.79974
O 3.06755 -2.60599 0.48966
C 1.75312 -0.99354 1.64041
C 1.51692 0.34783 1.90195
C 0.45072 0.71852 2.70379
C -0.38814 -0.23663 3.26111
O -1.43662 0.01438 4.07336
C -1.85204 1.34585 4.28705
C -2.25655 2.09804 3.04211
C -1.89548 3.42538 2.87412
C -2.26609 4.12850 1.74518
C -3.01060 3.50577 0.74682
C -3.37477 4.31065 -0.44924
C -4.28610 3.66724 -1.46683
O -2.96001 5.43816 -0.59666
C -3.38403 2.17246 0.90597
C -3.02198 1.46548 2.04596
O -3.36446 0.17676 2.28478
C -4.08559 -0.53912 1.31464
C -0.14974 -1.61003 2.99424
O -1.01803 -2.47658 3.57548
C -0.81796 -3.85435 3.36950
C 0.90970 -1.96751 2.18755
H 2.55424 -3.78106 -3.36441
H 0.94251 -3.95519 -2.66522
H 2.22436 -3.16382 -1.74938
H 0.64949 -1.47583 -2.71906
H 0.94193 -2.13559 -4.33126
H 3.37854 -1.51841 -4.10020
H 1.33606 0.72870 -3.73114
H 3.04369 0.99537 -4.09605
H 1.74450 1.09543 -6.16887
H 2.79676 -0.31963 -6.20490
H 1.07185 -0.50624 -5.88348
H 2.56116 -0.32772 -1.53664
H 5.25680 -1.70343 -0.02361
H 5.47265 0.03456 -0.37292
H 2.16428 1.10210 1.48462
H 0.28014 1.76563 2.89216
H -1.07565 1.91031 4.82237
H -2.72168 1.24121 4.94564
H -1.31492 3.91427 3.64343
H -1.98576 5.16175 1.61344
H -3.80043 2.79896 -1.90709
H -4.50622 4.38636 -2.25156
H -5.21421 3.35118 -0.99621
H -3.96174 1.68340 0.14000
H -5.07314 -0.09971 1.13793
H -3.53760 -0.60202 0.36867
H -4.20578 -1.53967 1.72638
H -0.90350 -4.12056 2.31096
H 0.15692 -4.18007 3.74546
H -1.60619 -4.35183 3.93218
H 1.12602 -2.99773 1.95492
```

The calculation puts the LUMO energy at 0.0 eV. The SMILES is CCC(CC)NC(=O)COC(=O)c1ccc(OCc2ccc(C(C)=O)cc2OC)c(OC)c1. For the HOMO energy, the calculation gives -8.488 eV. As for the energy relative to the best compared isomer or geometry (same formula, charge and spin): 0.0 kcal per mole. As for the maximum force: 0.0154 Eh/bohr. As for the net charge: 0. As for the energy: -1552.6928 Ha.


The following is a DFT calculation (the ωB97M-V functional and the def2-TZVPD basis) of a gas-phase ion, C6H16N2 (charge -1) in a non-equilibrium geometry.

```
24
Properties=species:S:1:pos:R:3
C 0.67825 -0.23066 -0.10958
C 1.61059 0.97714 0.01220
C 2.27312 1.54988 -1.25067
N 2.79844 0.41937 -2.03161
C -0.76430 0.11315 0.11827
N -1.45480 -0.74368 0.99664
C -2.03052 -2.00640 0.30204
C -2.55412 -0.06577 1.75762
H 0.84609 -0.95051 0.67891
H 0.82871 -0.87623 -0.91338
H 2.39086 0.62052 0.65871
H 1.12044 1.89519 0.42577
H 1.51381 1.90169 -1.98410
H 3.18920 2.21890 -0.92136
H 3.06437 -0.41095 -1.49986
H 3.55572 0.89495 -2.55798
H -0.82935 1.19761 0.51588
H -1.27445 0.12125 -0.90907
H -2.34419 -2.50449 1.14328
H -1.27687 -2.65347 -0.00664
H -2.87950 -1.74838 -0.35663
H -3.58503 0.02866 1.37678
H -2.67713 -0.67107 2.68791
H -2.19934 0.92330 1.86689
```

The calculation puts the LUMO energy (alpha / beta) at 3.6 / 3.6 eV. As for the expectation value of S²: 0.75. For the HOMO energy (alpha / beta), the calculation gives 1.520 / -5.212 eV. As for the energy relative to the best compared isomer or geometry (same formula, charge and spin): 59.0 kcal per mole. As for the maximum force: 0.0779 Eh/bohr. As for the net charge: -1. As for the energy: -347.5644 Ha. Its spin multiplicity is 2.


The following is a DFT calculation (the ωB97M-V functional and the def2-TZVPD basis) of 2 unconnected molecules or ions with the total composition CN2O5S2 in a non-equilibrium geometry.

```
10
Properties=species:S:1:pos:R:3
C -1.40104 -2.02790 -0.18521
N -1.45681 1.97003 0.26628
N 1.92973 0.02593 0.08050
O -0.80684 -2.39230 0.71844
O -1.99990 -1.67499 -1.09546
O -1.49942 3.14074 0.43873
O 1.00229 0.49700 -0.78241
O 1.52027 -0.41593 1.13020
S -0.71092 0.73893 -0.14313
S 3.42264 0.13849 -0.42794
```

The calculation puts the LUMO energy at -1.4 eV. For the HOMO energy, the calculation gives -9.435 eV. As for the energy relative to the best compared isomer or geometry (same formula, charge and spin): 32.5 kcal per mole. As for the maximum force: 0.0516 Eh/bohr. As for the net charge: 0. As for the energy: -1319.9794 Ha.